No. 1
This record from the OMol25 dataset describes a molecular structure, C43H56MnN8O7P2S. The level of theory is wB97M-V/def2-TZVPD.

Kohn-Sham gap (alpha / beta): 8.568 / 8.560 eV
F_max: 0.017 hartree/bohr

Geometry as ORCA input:
```
! RIJCOSX wB97M-V def2-TZVPD def2/J DEFGRID3
* xyz 2 6
Mn -0.1280 0.1054 -0.1047
C -0.7771 5.3486 3.2269
C 0.4383 5.1007 2.3487
C 1.7400 5.4166 3.0607
O 0.4079 3.7401 1.8365
P 0.7866 2.3686 2.4830
O 0.0477 1.2735 1.8156
C 2.5860 2.1264 2.3177
P 2.9973 1.8457 0.5651
O 2.0522 1.0183 -0.2077
O 3.2026 3.3293 0.0518
C 3.5954 3.5162 -1.3479
C 2.3755 3.8295 -2.1913
C 4.6214 4.6329 -1.3702
O 4.4124 1.1241 0.5382
C 5.6112 1.7059 1.1218
C 6.7155 1.6283 0.0834
C 5.9765 0.9412 2.3830
O 0.4857 2.5438 4.0218
C 0.5951 1.5288 5.0575
C 0.2868 2.2332 6.3675
C -0.3553 0.3716 4.7971
H -0.8640 6.4119 3.4428
H -0.6795 4.8048 4.1641
H -1.6890 5.0191 2.7295
H 0.3722 5.7021 1.4375
H 1.8459 4.7931 3.9476
H 1.7344 6.4591 3.3720
H 2.5873 5.2621 2.3932
H 2.8513 1.2294 2.8800
H 3.1435 2.9799 2.6984
H 4.0441 2.5812 -1.7017
H 1.9204 4.7613 -1.8541
H 1.6450 3.0281 -2.1131
H 2.6728 3.9407 -3.2335
H 4.1691 5.5572 -1.0141
H 4.9801 4.7857 -2.3858
H 5.4706 4.3967 -0.7309
H 5.4006 2.7526 1.3653
H 6.9233 0.5874 -0.1594
H 7.6235 2.0809 0.4762
H 6.4277 2.1478 -0.8287
H 6.1388 -0.1093 2.1460
H 5.1967 1.0153 3.1396
H 6.8980 1.3452 2.7968
H 1.6305 1.1687 5.0733
H -0.7521 2.5596 6.3795
H 0.9298 3.1014 6.5020
H 0.4490 1.5501 7.1989
H -1.3804 0.7394 4.7841
H -0.2567 -0.3664 5.5909
H -0.1492 -0.0991 3.8376
N -1.1349 -3.8186 2.0874
C -2.4835 -3.6574 1.8846
C -3.5659 -4.4717 2.1880
C -4.8128 -4.0176 1.8159
C -4.9673 -2.7810 1.1792
C -3.8905 -1.9722 0.8857
C -2.6125 -2.4178 1.2251
N -1.3528 -1.8630 1.0320
C -0.5142 -2.7312 1.5615
C 0.9234 -2.6006 1.5330
C 1.8419 -3.4215 2.1270
S 3.4231 -2.9060 1.7451
C 2.7536 -1.6197 0.8188
N 1.4613 -1.5776 0.8028
H -0.6974 -4.6032 2.5397
H -3.4278 -5.4178 2.6911
H -5.6819 -4.6240 2.0234
H -5.9649 -2.4600 0.9144
H -4.0265 -1.0196 0.4115
H 1.6797 -4.2799 2.7541
H 3.3793 -0.9178 0.2969
C -1.4328 4.1768 -2.9644
N -1.5892 4.1712 -1.5191
C -2.4100 5.1892 -0.8847
C -1.1136 3.1582 -0.8011
O -0.4601 2.2205 -1.2571
H -1.6507 5.1666 -3.3533
H -2.1061 3.4580 -3.4345
H -0.4136 3.9008 -3.2242
H -2.4082 6.0918 -1.4896
H -2.0154 5.4333 0.1010
H -3.4468 4.8632 -0.7700
H -1.3548 3.2292 0.2670
N -2.3775 -8.1611 -6.7511
C -1.9854 -7.2130 -6.2383
C -1.5001 -6.0413 -5.5847
C -0.5825 -5.2041 -6.2143
C -0.1034 -4.0813 -5.5661
C -0.5342 -3.7736 -4.2792
C -1.4642 -4.6041 -3.6568
C -1.9411 -5.7282 -4.3004
N -0.0352 -2.6300 -3.6039
C 0.8550 -1.7001 -4.0907
C 1.0438 -0.7836 -3.1037
N 0.2885 -1.1334 -2.0150
C -0.3429 -2.2366 -2.3461
H -0.2448 -5.4399 -7.2129
H 0.6103 -3.4568 -6.0809
H -1.8291 -4.3833 -2.6653
H -2.6579 -6.3714 -3.8111
H 1.2759 -1.7467 -5.0746
H 1.6711 0.0895 -3.0907
H -1.0118 -2.7560 -1.6852
N -2.2388 0.3671 -0.8517
C -3.3321 0.6606 -1.0549
C -4.7117 0.9140 -1.2541
C -5.4542 1.5118 -0.2285
C -6.8274 1.6001 -0.3527
C -7.4542 1.1117 -1.4914
C -6.7163 0.5307 -2.5138
C -5.3422 0.4316 -2.4063
H -4.9476 1.8728 0.6568
H -7.4141 2.0368 0.4425
H -8.5281 1.1818 -1.5806
H -7.2171 0.1441 -3.3894
H -4.7504 -0.0272 -3.1865
*
```

Here are the Löwdin charges for atoms 1 to 6, given in e:
1 Mn 0.88
2 C -0.03
3 C -0.40
4 C -0.03
5 O -0.18
6 P 0.48

---

No. 2
This record from the OMol25 dataset describes a molecular structure, C4H11NS3. The level of theory is wB97M-V/def2-TZVPD.

Kohn-Sham gap: 7.257 eV
F_max: 0.089 hartree/bohr

Geometry as ORCA input:
```
! RIJCOSX wB97M-V def2-TZVPD def2/J DEFGRID3
* xyz 0 1
C -1.0683 -1.3357 0.1689
C 1.2527 -0.7166 -0.1180
C -0.3091 0.9937 0.8417
C -0.1893 -0.1929 -0.0837
N 2.9040 3.7626 -2.1556
S 1.5395 4.3474 -2.8651
S 2.9163 2.3937 -1.4756
S -0.5915 0.4504 -1.7506
H -0.7647 -2.0810 0.9227
H -2.1344 -1.0304 0.5928
H -1.2213 -1.8595 -0.8776
H 1.9974 0.0843 -0.3788
H 1.2736 -1.5768 -0.9141
H 1.6346 -1.2927 0.8154
H -1.4407 1.2232 0.8801
H 0.1652 0.6841 1.7086
H 0.1083 1.8665 0.3531
H 0.5533 3.3922 -2.5813
H -0.7226 -0.6991 -2.3572
*
```

Here are the natural (NBO) charges for atoms 1 to 6, given in e:
1 C -0.62
2 C -0.62
3 C -0.62
4 C -0.15
5 N -0.72
6 S 0.33

---

No. 3
This record from the OMol25 dataset describes a molecular structure, C28H50EuP2Si. The level of theory is wB97M-V/def2-TZVPD.

Kohn-Sham gap (alpha / beta): 7.172 / 5.858 eV
F_max: 0.056 hartree/bohr

Geometry as ORCA input:
```
! RIJCOSX wB97M-V def2-TZVPD def2/J DEFGRID3
* xyz 1 7
Eu -0.4192 0.6169 0.5965
C -0.8676 -2.4184 2.2459
C 0.4331 -2.7294 1.7779
C 0.6272 -0.9916 3.2621
C -0.7522 -1.3507 3.1823
C 1.3574 -1.8454 2.3899
C -2.0902 -3.1883 1.9124
H -2.2221 -3.2643 0.8211
H -2.9800 -2.7112 2.3381
H -2.0359 -4.2190 2.3106
C -1.8298 -0.8364 4.0533
H -2.7086 -1.4857 4.0293
H -2.1665 0.1708 3.7761
H -1.5167 -0.7819 5.1034
C 1.2374 0.0577 4.1049
H 0.6558 0.2745 5.0014
H 1.3010 0.9925 3.5380
H 2.2577 -0.2069 4.3973
C 2.8264 -1.8493 2.2025
H 3.3042 -2.7339 2.6647
H 3.2631 -0.9599 2.6666
H 3.1049 -1.8489 1.1360
C 0.7861 -3.8309 0.8541
H 1.0816 -4.7428 1.3964
H 1.6283 -3.5572 0.2111
H -0.0570 -4.1050 0.2127
C -1.0854 0.9379 -3.7311
C -1.5504 -0.2384 -4.1803
C -0.9266 -1.0401 -5.3018
C 0.5395 -0.7671 -5.6490
C 1.3838 -0.4573 -4.4472
C 1.8051 0.7504 -4.0069
C 1.1272 2.0206 -4.4317
C -0.3971 1.9467 -4.6323
H -1.5696 -0.9372 -6.1941
H 0.6029 -0.0079 -6.4475
H -1.0347 -2.1010 -5.0407
H -0.6479 1.7619 -5.6901
H -1.4504 1.3615 -2.7927
H -2.6167 -0.5136 -4.0778
H -0.8087 2.9476 -4.3718
H 1.3471 2.7965 -3.6879
H 2.8898 0.8500 -3.6991
H 1.5723 2.3265 -5.3829
H 0.8957 -1.7369 -6.0495
H 1.8880 -1.3524 -4.0775
P -1.5320 -1.7061 -1.0406
C -2.9891 -0.5582 -1.2677
C -1.7806 -2.9055 -2.3850
P 1.8601 -0.6872 -0.8355
C 0.0396 -0.7030 -1.6027
C 3.2390 -1.3080 -1.8750
C 2.1085 1.1326 -1.0152
H -2.8631 0.4713 -0.8662
H -3.8487 -1.0096 -0.7496
H -3.2170 -0.4867 -2.3413
H -1.2217 -2.5488 -3.2578
H -2.8501 -3.0259 -2.6433
H -1.3983 -3.8851 -2.0165
H 1.4224 1.5341 -1.7907
H 3.1460 1.3325 -1.3495
H 1.9353 1.6534 -0.0454
H -0.2292 0.3881 -1.6457
H 0.1988 -0.9246 -2.6630
H 4.0303 -1.6430 -1.1806
H 3.6319 -0.4752 -2.4930
H 2.9331 -2.1598 -2.5085
C -1.8045 4.6488 3.2373
Si -0.5022 3.6259 4.0605
C 0.8540 4.6124 4.9257
C -1.3099 2.5199 5.3571
C 0.2815 2.7858 2.6357
C 0.9712 2.4443 1.6512
H -2.0451 5.5200 3.8484
H -2.7048 4.0468 3.0807
H -1.4492 4.9772 2.2559
H 0.3708 5.3047 5.6292
H 1.5303 3.9515 5.4910
H 1.4671 5.1832 4.2131
H -2.2829 2.1551 4.9972
H -0.6874 1.6520 5.6083
H -1.4860 3.0842 6.2889
*
```

Here are the Löwdin charges for atoms 1 to 6, given in e:
1 Eu 1.53
2 C -0.25
3 C -0.23
4 C -0.20
5 C -0.25
6 C -0.26

---

No. 4
This record from the OMol25 dataset describes a molecular structure, C20H20B2F4N10PtS2. The level of theory is wB97M-V/def2-TZVPD.

Kohn-Sham gap (alpha / beta): 5.689 / 3.208 eV
F_max: 0.012 hartree/bohr

Geometry as ORCA input:
```
! RIJCOSX wB97M-V def2-TZVPD def2/J DEFGRID3
* xyz 3 2
Pt -0.5382 -0.7214 -0.3145
C -1.9549 2.8492 1.1649
C -2.1516 1.5372 0.7786
N -0.9406 0.9800 0.5941
N 0.0136 1.9033 0.7846
C -0.5772 3.0451 1.1441
B 1.4932 1.5697 0.4114
N 1.4265 1.3177 -1.1142
C 2.0990 1.8260 -2.1534
C 1.8691 1.0423 -3.2692
C 1.0236 0.0447 -2.8380
N 0.7404 0.2169 -1.5367
N 1.8474 0.1666 1.0366
C 2.9920 -0.2293 1.6108
C 2.9465 -1.5985 1.8236
C 1.7189 -1.9965 1.3252
N 1.0601 -0.9222 0.8669
N 2.4067 2.6322 0.8802
C 2.7483 2.9535 2.1579
C 3.3953 4.1582 2.1318
C 3.3852 4.5227 0.7647
N 2.7885 3.6236 0.0168
H -2.7124 3.5704 1.4196
H -3.0591 0.9780 0.6199
H 0.0166 3.9189 1.3655
H 2.7173 2.6957 -2.0018
H 2.2914 1.1681 -4.2506
H 0.6871 -0.8208 -3.3626
H 3.7700 0.4837 1.8310
H 3.7040 -2.2145 2.2762
H 1.2811 -2.9813 1.2727
H 2.5024 2.3109 2.9891
H 3.8186 4.6987 2.9601
H 3.7967 5.4099 0.3091
C -1.4074 -0.4838 3.2813
C -1.7190 -1.6735 2.4506
N -1.5219 -1.8839 1.1666
C -1.7952 -3.2030 0.8177
C -2.2991 -3.9652 1.8597
S -2.3762 -3.0608 3.2675
C -1.5495 -3.6278 -0.5000
C -1.9710 -4.8526 -1.0543
S -1.8851 -4.7986 -2.7077
C -1.3070 -3.1263 -2.6405
N -1.0494 -2.7248 -1.4168
C -1.3949 -2.3734 -3.9032
H -0.9676 0.3216 2.7102
H -0.7087 -0.7899 4.0651
H -2.3104 -0.1268 3.7829
H -2.6020 -5.0021 1.8352
H -2.3532 -5.7148 -0.5261
H -0.9897 -2.9389 -4.7442
H -0.9878 -1.3798 -3.8546
H -2.4688 -2.2373 -4.0934
F -2.0753 -0.4020 -1.4839
B -2.7121 1.4394 -2.4846
F -3.7697 1.5946 -1.7144
F -1.5796 2.0621 -2.1673
F -2.8048 0.8090 -3.6402
*
```

Here are the natural (NBO) charges for atoms 1 to 6, given in e:
1 Pt 1.62
2 C -0.28
3 C 0.00
4 N -0.25
5 N -0.32
6 C 0.09

---

No. 5
This record from the OMol25 dataset describes a single C3H8N2S molecule. The level of theory is wB97M-V/def2-TZVPD.

Kohn-Sham gap: 9.851 eV
F_max: 0.065 hartree/bohr

Geometry as ORCA input:
```
! RIJCOSX wB97M-V def2-TZVPD def2/J DEFGRID3
* xyz 0 1
C 2.9075 -0.7299 0.0064
N 2.0941 0.4937 -0.0005
C 0.7790 -0.0500 -0.0852
C -0.2561 1.0485 -0.0737
N -1.5036 0.9557 0.0157
S -2.1497 -0.6485 -0.0061
H 3.9819 -0.4060 0.0239
H 2.6112 -1.2002 -0.9172
H 2.6714 -1.1860 0.9503
H 2.2536 1.0688 0.8228
H 0.6607 -0.8004 0.7364
H 0.7716 -0.5127 -1.0432
H 0.1037 2.0448 -0.1478
H -3.3745 -0.3901 0.4817
*
```

Here are the natural (NBO) charges for atoms 1 to 6, given in e:
1 C -0.42
2 N -0.61
3 C -0.32
4 C 0.10
5 N -0.52
6 S 0.12

---

No. 6
This record from the OMol25 dataset describes a molecular structure, C6H9BeN2O16. The level of theory is wB97M-V/def2-TZVPD.

Kohn-Sham gap: 6.428 eV
F_max: 0.077 hartree/bohr

Geometry as ORCA input:
```
! RIJCOSX wB97M-V def2-TZVPD def2/J DEFGRID3
* xyz -3 1
Be 15.3454 1.5145 -12.6094
O 13.4519 4.6658 -9.7640
C 14.5341 3.8888 -10.2607
O 14.3899 3.3016 -11.3479
O 15.5057 3.8872 -9.4784
H 13.9961 4.9337 -9.0011
O 13.8876 -0.9256 -15.6477
C 14.9238 -1.0135 -14.7021
O 15.2973 -2.1440 -14.3736
O 15.5217 0.0639 -14.4422
H 13.6808 -1.8611 -15.7667
O 17.4799 5.3165 -14.3595
C 17.1549 4.4135 -13.3707
O 17.5568 4.6413 -12.2159
O 16.5591 3.3550 -13.7092
H 18.0235 5.9436 -13.8683
O 18.4539 -0.3775 -10.2464
C 17.3968 0.2957 -10.8465
O 16.6268 -0.3983 -11.5401
O 17.2605 1.5159 -10.6437
H 18.9582 0.3200 -9.8135
O 11.6084 -0.5563 -10.8005
C 12.9039 -0.5093 -11.2755
O 13.5674 -1.5585 -11.3131
O 13.2697 0.5856 -11.7871
H 11.4874 -1.5155 -10.8180
C 12.6623 2.3284 -14.8520
O 13.6974 2.2511 -14.2395
N 11.5847 3.1075 -14.4587
N 12.3984 1.4968 -15.9085
H 11.8121 3.7839 -13.7480
H 10.8690 3.2808 -15.1387
H 11.5338 1.6357 -16.3927
H 12.9997 0.6825 -15.9838
*
```

Here are the natural (NBO) charges for atoms 1 to 6, given in e:
1 Be 1.67
2 O -0.80
3 C 0.96
4 O -0.80
5 O -0.78
6 H 0.47

---

The records above yield energy relative to the best compared isomer or geometry (same formula, charge and spin) values of 0.563, 1.987, 7.443, 0.133, 2.379, 1.049 eV, respectively.
The records above yield molecular weight values of 945.92, 169.34, 628.71, 757.28, 104.18, 374.15 u, respectively.